A structure of composition C6H8LiNiO3 in a non-equilibrium geometry, computed with ωB97M-V with the def2-TZVPD basis set.

Structure (XYZ):
```
19
Properties=species:S:1:pos:R:3:forces:R:3:lowdin_spin:R:1
C 1.28414 1.95606 2.42455 -0.56 -0.15 -0.04 0.001
C 0.83558 2.68729 1.40382 0.36 -0.05 0.46 0.003
C 0.63870 2.09814 0.01350 -0.23 0.87 -0.09 0.013
C -0.83928 1.84379 -0.12249 0.43 0.56 -0.05 0.001
O -1.23102 0.72468 -0.45396 -0.30 -0.32 -0.01 0.050
Li -2.42234 -0.78688 -0.85991 0.23 -0.09 0.00 0.000
H 1.11755 2.27222 3.45559 0.75 0.30 -0.31 0.000
H 1.73128 0.97218 2.27291 -0.47 0.12 -0.01 0.000
H 0.65656 3.76146 1.51102 -0.57 -0.44 0.12 0.000
H -1.56181 2.66281 0.03267 0.14 -0.27 0.04 0.001
H 0.81385 2.93584 -0.70784 0.12 -0.39 0.01 0.004
O -0.94136 -1.90800 -1.02059 0.48 2.01 0.45 0.060
O 1.37426 0.98526 -0.24950 -0.22 -1.74 -0.54 0.137
C -0.97916 -3.22488 -1.24156 0.60 -1.87 -0.34 -0.002
C 0.07509 -4.02369 -1.45241 -0.50 0.40 0.12 0.033
H -1.99073 -3.65498 -1.23586 0.32 0.20 -0.05 0.000
H -0.08421 -5.08463 -1.64137 0.10 0.35 0.10 0.002
H 1.09972 -3.64327 -1.43951 -0.27 -0.11 -0.06 0.003
Ni 0.42317 -0.57340 -0.68907 -0.41 0.62 0.20 1.695
```
Forces are in eV/Å.

Output
Multiplicity   3
E_HOMO (spin up / spin down)   -0.45368 / -0.45103 Ha
E_LUMO (spin up / spin down)   -4.1 / -5.2 eV
F_max   2.11 eV/A
M   193.761 Da
Net charge   +1
⟨S²⟩   2.007
Gap between HOMO and LUMO (spin up / spin down)   0.3039 / 0.2605 Eh